Entry 1:
{"formula": "C45H33N7O3RuS", "method": "ωB97M-V/def2-TZVPD", "species": ["Ru", "C", "C", "C", "C", "N", "C", "N", "C", "N", "C", "N", "C", "C", "C", "C", "C", "N", "C", "C", "C", "C", "C", "C", "H", "H", "H", "H", "H", "H", "H", "H", "H", "H", "H", "H", "O", "C", "N", "C", "C", "O", "N", "C", "C", "C", "C", "C", "C", "C", "C", "C", "C", "C", "C", "H", "H", "H", "H", "H", "H", "H", "H", "H", "H", "H", "O", "S", "C", "C", "C", "C", "C", "C", "C", "C", "C", "C", "C", "C", "H", "H", "H", "H", "H", "H", "H", "H", "H", "H"], "positions_angstrom": [[-0.390, -0.740, -0.181], [0.226, 0.718, 3.787], [-0.401, -0.218, 4.625], [-1.162, -1.207, 4.069], [-1.302, -1.296, 2.658], [-0.653, -0.388, 1.865], [0.069, 0.584, 2.428], [-2.067, -2.262, 2.191], [-2.300, -2.624, 0.952], [-1.862, -1.963, -0.181], [-2.269, -2.672, -1.288], [-1.988, -2.373, -2.539], [-1.210, -1.412, -2.995], [-1.125, -1.260, -4.404], [-0.412, -0.227, -4.944], [0.211, 0.692, -4.085], [0.141, 0.477, -2.730], [-0.497, -0.562, -2.183], [-3.048, -3.788, -0.867], [-3.699, -4.793, -1.577], [-4.360, -5.760, -0.851], [-4.355, -5.754, 0.549], [-3.701, -4.773, 1.266], [-3.057, -3.768, 0.551], [0.815, 1.524, 4.192], [-0.282, -0.153, 5.694], [-1.660, -1.957, 4.659], [0.535, 1.289, 1.741], [-1.662, -1.974, -5.006], [-0.333, -0.112, -6.012], [0.747, 1.543, -4.469], [0.649, 1.148, -2.039], [-3.668, -4.803, -2.654], [-4.874, -6.555, -1.370], [-4.860, -6.550, 1.073], [-3.666, -4.782, 2.343], [1.157, -2.285, 0.998], [2.015, -1.498, 0.585], [3.336, -1.546, 0.798], [4.014, -0.573, -0.042], [2.803, 0.187, -0.645], [2.857, 1.151, -1.370], [1.678, -0.410, -0.175], [4.851, -1.326, -1.059], [5.990, -1.983, -0.604], [6.733, -2.761, -1.471], [6.350, -2.877, -2.797], [5.219, -2.224, -3.253], [4.463, -1.455, -2.384], [4.827, 0.446, 0.717], [5.512, 1.411, -0.014], [6.226, 2.394, 0.646], [6.272, 2.403, 2.030], [5.585, 1.448, 2.759], [4.851, 0.474, 2.104], [3.803, -2.352, 1.183], [6.291, -1.882, 0.428], [7.608, -3.279, -1.109], [6.933, -3.481, -3.472], [4.916, -2.316, -4.284], [3.578, -0.950, -2.740], [5.463, 1.395, -1.091], [6.737, 3.156, 0.078], [6.838, 3.163, 2.544], [5.607, 1.464, 3.838], [4.298, -0.262, 2.669], [-1.794, 1.261, -0.182], [-2.914, 1.504, 0.788], [-2.538, 3.141, 1.482], [-3.134, 3.526, 2.670], [-2.841, 4.774, 3.194], [-1.955, 5.610, 2.534], [-1.358, 5.208, 1.351], [-1.648, 3.964, 0.819], [-4.285, 2.076, -0.255], [-4.057, 2.356, -1.588], [-5.114, 2.783, -2.373], [-6.377, 2.916, -1.820], [-6.594, 2.624, -0.483], [-5.543, 2.195, 0.308], [-3.813, 2.856, 3.174], [-3.305, 5.090, 4.114], [-1.736, 6.586, 2.936], [-0.671, 5.858, 0.834], [-1.188, 3.617, -0.094], [-3.065, 2.228, -1.994], [-4.943, 3.012, -3.412], [-7.194, 3.257, -2.435], [-7.578, 2.727, -0.055], [-5.692, 1.954, 1.349]], "charge": 1, "orbital_gap_ev": [6.658, 6.475], "molar_mass_g_mol": 852.94, "spin_multiplicity": 2, "e_above_lowest_kj_mol": 199.9}

Entry 2:
{"formula": "C27H76O17", "method": "ωB97M-V/def2-TZVPD", "species": ["C", "C", "O", "O", "H", "H", "H", "H", "H", "H", "C", "C", "O", "O", "H", "H", "H", "H", "H", "H", "C", "C", "O", "O", "H", "H", "H", "H", "H", "H", "C", "C", "O", "O", "H", "H", "H", "H", "H", "H", "C", "C", "O", "O", "H", "H", "H", "H", "H", "H", "C", "C", "O", "O", "H", "H", "H", "H", "H", "H", "C", "C", "C", "O", "H", "H", "H", "H", "H", "H", "H", "H", "C", "C", "C", "O", "H", "H", "H", "H", "H", "H", "H", "H", "C", "C", "C", "O", "H", "H", "H", "H", "H", "H", "H", "H", "C", "C", "C", "O", "H", "H", "H", "H", "H", "H", "H", "H", "C", "C", "C", "O", "H", "H", "H", "H", "H", "H", "H", "H"], "positions_angstrom": [[17.812, 20.731, 21.413], [16.679, 21.083, 22.334], [15.456, 21.287, 21.653], [18.194, 21.790, 20.566], [17.499, 19.875, 20.810], [18.647, 20.330, 22.005], [16.925, 21.941, 22.975], [16.522, 20.235, 23.008], [15.581, 21.952, 20.968], [18.618, 22.465, 21.105], [18.452, 12.853, 18.590], [17.388, 11.955, 19.143], [17.666, 10.574, 18.956], [18.406, 12.840, 17.132], [19.436, 12.504, 18.911], [18.302, 13.891, 18.877], [16.413, 12.170, 18.690], [17.177, 12.084, 20.205], [17.999, 10.389, 18.076], [18.439, 11.922, 16.850], [18.519, 17.349, 19.869], [17.903, 17.348, 18.501], [18.881, 17.776, 17.568], [17.653, 16.801, 20.865], [19.008, 18.283, 20.161], [19.345, 16.628, 19.840], [17.031, 17.995, 18.362], [17.611, 16.322, 18.255], [19.159, 17.066, 16.982], [16.814, 17.296, 20.840], [19.518, 22.122, 14.920], [19.007, 20.729, 15.148], [18.468, 20.696, 16.462], [20.007, 22.280, 13.588], [20.206, 22.444, 15.702], [18.639, 22.771, 15.062], [19.795, 19.969, 15.061], [18.231, 20.465, 14.422], [18.684, 19.840, 16.848], [20.871, 22.693, 13.637], [14.360, 18.179, 21.872], [12.942, 18.623, 21.663], [11.946, 17.714, 21.226], [15.089, 17.944, 20.674], [14.354, 17.310, 22.534], [14.833, 19.011, 22.397], [12.943, 19.457, 20.937], [12.585, 19.119, 22.576], [11.130, 18.211, 21.153], [14.923, 18.687, 20.076], [13.068, 18.109, 17.838], [12.554, 17.409, 16.609], [13.347, 16.266, 16.358], [14.279, 18.852, 17.613], [13.162, 17.393, 18.659], [12.385, 18.903, 18.156], [12.538, 18.107, 15.758], [11.513, 17.115, 16.745], [14.277, 16.453, 16.527], [14.868, 18.340, 17.047], [20.809, 14.565, 14.508], [20.817, 15.185, 15.900], [21.437, 16.554, 15.936], [19.479, 15.263, 16.468], [20.114, 13.724, 14.477], [21.784, 14.113, 14.322], [20.559, 15.321, 13.767], [21.338, 14.460, 16.542], [21.602, 16.933, 16.944], [20.725, 17.219, 15.434], [22.407, 16.564, 15.441], [19.271, 14.330, 16.643], [14.346, 13.073, 20.830], [14.415, 14.511, 20.297], [15.208, 14.665, 19.005], [13.066, 14.981, 20.126], [13.389, 12.873, 21.300], [15.164, 12.851, 21.522], [14.510, 12.358, 20.016], [14.896, 15.110, 21.080], [14.935, 15.655, 18.632], [14.943, 13.959, 18.218], [16.278, 14.623, 19.202], [13.029, 15.884, 20.458], [15.660, 17.617, 14.044], [16.504, 16.371, 14.157], [17.876, 16.457, 13.516], [16.518, 16.001, 15.543], [15.342, 17.915, 13.045], [16.167, 18.502, 14.462], [14.765, 17.528, 14.662], [15.906, 15.592, 13.654], [17.785, 16.870, 12.514], [18.291, 15.452, 13.415], [18.528, 17.037, 14.172], [17.350, 15.557, 15.745], [18.470, 13.405, 22.385], [19.340, 14.399, 23.119], [20.614, 13.767, 23.605], [19.698, 15.467, 22.235], [19.013, 12.919, 21.569], [17.588, 13.895, 21.967], [18.184, 12.588, 23.054], [18.749, 14.809, 23.947], [21.230, 14.425, 24.220], [21.262, 13.522, 22.753], [20.463, 12.809, 24.103], [18.874, 15.831, 21.875], [21.214, 18.921, 22.037], [22.608, 18.752, 22.631], [23.378, 17.641, 21.963], [23.315, 19.997, 22.521], [20.705, 17.960, 21.924], [21.243, 19.451, 21.085], [20.616, 19.480, 22.759], [22.490, 18.589, 23.704], [24.368, 17.506, 22.408], [23.571, 17.918, 20.920], [22.855, 16.688, 22.020], [23.856, 19.983, 21.727]], "charge": 0, "orbital_gap_ev": 9.860, "molar_mass_g_mol": 672.89, "smiles": "CC(C)O.CC(C)O.CC(C)O.CC(C)O.CC(C)O.OCCO.OCCO.OCCO.OCCO.OCCO.OCCO", "spin_multiplicity": 1, "e_above_lowest_kj_mol": 59.8}

Entry 3:
{"formula": "C4H8N2O", "method": "ωB97M-V/def2-TZVPD", "species": ["C", "N", "C", "C", "O", "C", "N", "H", "H", "H", "H", "H", "H", "H", "H"], "positions_angstrom": [[-1.697, 0.277, 0.835], [-0.345, 0.037, 0.853], [0.363, 0.188, -0.362], [1.814, -0.228, -0.259], [2.573, 0.661, 0.530], [-0.466, -0.621, -1.502], [-1.653, -0.738, -1.262], [-2.239, -0.139, 1.682], [-1.982, 1.295, 0.573], [-2.594, -0.770, -0.924], [-0.121, -0.846, 1.302], [0.289, 1.222, -0.720], [2.256, -0.230, -1.258], [1.872, -1.262, 0.125], [2.065, 0.830, 1.334]], "charge": 0, "orbital_gap_ev": [7.850, 7.851], "molar_mass_g_mol": 100.12, "spin_multiplicity": 1, "e_above_lowest_kj_mol": 513.9}

Entry 4:
{"formula": "C24H27NO3PRu", "method": "ωB97M-V/def2-TZVPD", "species": ["Ru", "O", "C", "O", "C", "P", "C", "C", "C", "C", "C", "C", "C", "C", "C", "C", "C", "C", "H", "H", "H", "H", "H", "H", "H", "H", "H", "H", "H", "H", "C", "C", "C", "O", "C", "H", "H", "H", "H", "H", "H", "H", "H", "C", "C", "C", "C", "N", "C", "C", "H", "H", "H", "H", "H", "H", "H"], "positions_angstrom": [[-0.152, 0.951, 0.007], [-3.268, 3.044, -1.376], [-2.761, 2.173, -0.771], [-1.427, 2.272, -0.357], [-3.397, 0.874, -0.343], [-2.150, -0.381, -0.022], [-1.243, -0.827, -1.475], [-1.442, -0.171, -2.718], [-0.722, -0.573, -3.822], [0.210, -1.605, -3.706], [0.433, -2.250, -2.484], [-0.278, -1.869, -1.368], [-2.779, -1.693, 0.945], [-2.877, -2.987, 0.403], [-3.540, -3.954, 1.134], [-4.067, -3.650, 2.386], [-3.953, -2.370, 2.925], [-3.309, -1.381, 2.210], [-4.097, 0.497, -1.094], [-3.969, 1.039, 0.576], [-2.184, 0.613, -2.819], [-0.896, -0.103, -4.781], [0.764, -1.919, -4.582], [1.145, -3.063, -2.426], [-0.132, -2.383, -0.425], [-2.492, -3.226, -0.579], [-3.658, -4.948, 0.723], [-4.581, -4.420, 2.947], [-4.374, -2.148, 3.896], [-3.227, -0.383, 2.627], [3.039, 3.168, -1.983], [1.880, 3.505, -2.950], [0.617, 2.955, -2.314], [1.102, 1.929, -1.341], [2.417, 2.411, -0.825], [3.535, 4.064, -1.617], [3.785, 2.554, -2.481], [2.056, 3.051, -3.922], [1.775, 4.577, -3.096], [-0.040, 2.429, -3.001], [0.050, 3.692, -1.751], [2.973, 1.525, -0.530], [2.218, 3.043, 0.042], [4.168, -0.648, 4.268], [3.148, -0.378, 3.216], [3.216, -0.975, 1.948], [2.259, -0.717, 1.004], [1.217, 0.112, 1.259], [1.134, 0.698, 2.493], [2.067, 0.479, 3.467], [5.038, -1.167, 3.875], [3.717, -1.270, 5.048], [4.480, 0.281, 4.748], [4.033, -1.641, 1.700], [2.295, -1.160, 0.017], [0.285, 1.352, 2.668], [1.961, 0.972, 4.425]], "charge": 3, "orbital_gap_ev": [7.321, 5.720], "molar_mass_g_mol": 509.53, "spin_multiplicity": 5, "e_above_lowest_kj_mol": 20.7}

Entry 5:
{"formula": "C6H12O", "method": "ωB97M-V/def2-TZVPD", "species": ["C", "C", "C", "O", "C", "C", "C", "H", "H", "H", "H", "H", "H", "H", "H", "H", "H", "H", "H"], "positions_angstrom": [[1.531, 0.934, 0.476], [0.710, -0.310, 0.149], [1.421, -1.333, -0.742], [-0.114, -1.042, 1.078], [-0.750, -0.105, 0.211], [-1.319, 1.014, 1.071], [-1.602, -0.447, -0.986], [2.554, 0.822, 0.111], [1.532, 1.223, 1.526], [1.067, 1.761, -0.078], [0.808, -1.711, -1.558], [1.676, -2.198, -0.117], [2.358, -0.966, -1.164], [-1.418, 1.975, 0.556], [-2.315, 0.699, 1.404], [-0.711, 1.146, 1.970], [-2.587, -0.836, -0.715], [-1.096, -1.129, -1.672], [-1.743, 0.505, -1.520]], "charge": 0, "orbital_gap_ev": 10.674, "molar_mass_g_mol": 100.16, "smiles": "CC1(C)OC1(C)C", "spin_multiplicity": 1, "e_above_lowest_kj_mol": 141.0}

Entry 6:
{"formula": "C4H8N2O", "method": "ωB97M-V/def2-TZVPD", "species": ["C", "C", "C", "N", "C", "N", "H", "H", "H", "H", "H", "H", "H", "H", "O"], "positions_angstrom": [[1.378, 2.132, 0.268], [0.782, 0.779, -0.071], [0.037, 0.306, -1.133], [-0.109, -1.066, -0.940], [0.252, -1.307, 0.446], [0.918, -0.230, 0.875], [1.244, 2.397, 1.333], [2.415, 2.139, -0.072], [0.958, 3.038, -0.391], [-0.261, 0.791, -2.040], [-0.612, -1.698, -1.508], [0.052, -2.291, 1.037], [-2.659, -1.298, 1.304], [-2.147, -2.342, 0.455], [-2.248, -1.350, 0.438]], "charge": 0, "orbital_gap_ev": 8.571, "molar_mass_g_mol": 100.12, "smiles": "Cc1c[nH]cn1.O", "spin_multiplicity": 1, "e_above_lowest_kj_mol": 218.1}

> Number 4 is which compound?

C24H27NO3PRu